[1]
{"formula": "C35H48BCl48INS2", "method": "ωB97M-V with the def2-TZVPD basis set", "elements": ["C", "C", "C", "C", "C", "C", "C", "C", "N", "C", "C", "C", "C", "C", "C", "C", "C", "C", "S", "S", "C", "C", "C", "B", "C", "I", "C", "C", "H", "H", "H", "H", "H", "H", "H", "H", "H", "H", "H", "H", "H", "H", "H", "H", "H", "H", "H", "H", "H", "H", "H", "H", "H", "H", "H", "H", "H", "H", "H", "H", "H", "H", "H", "H", "H", "H", "H", "H", "H", "H", "H", "H", "H", "H", "H", "H", "C", "Cl", "Cl", "Cl", "Cl", "C", "Cl", "Cl", "Cl", "Cl", "C", "Cl", "Cl", "Cl", "Cl", "C", "Cl", "Cl", "Cl", "Cl", "C", "Cl", "Cl", "Cl", "Cl", "C", "Cl", "Cl", "Cl", "Cl", "C", "Cl", "Cl", "Cl", "Cl", "C", "Cl", "Cl", "Cl", "Cl", "C", "Cl", "Cl", "Cl", "Cl", "C", "Cl", "Cl", "Cl", "Cl", "C", "Cl", "Cl", "Cl", "Cl", "C", "Cl", "Cl", "Cl", "Cl"], "coordinates": [[0.889, 5.271, 4.795], [-0.505, 4.599, 5.424], [-1.291, 3.682, 4.306], [-2.605, 4.404, 3.633], [-2.305, 5.863, 2.937], [-2.420, 5.832, 1.298], [-0.971, 6.109, 0.532], [0.158, 4.931, 0.860], [0.928, 4.607, -0.427], [0.968, 3.108, -0.666], [-0.301, 2.540, -1.567], [-1.753, 2.651, -0.814], [-2.836, 1.576, -1.431], [-3.839, 1.009, -0.228], [-3.739, -0.623, -0.114], [-2.474, -1.186, 0.763], [-2.037, -0.255, 2.038], [2.357, 5.089, -0.120], [2.802, 6.577, -0.876], [3.545, 4.155, 1.032], [4.390, 2.819, 0.027], [5.736, 2.175, 0.778], [5.375, 0.925, 1.789], [5.138, 1.519, 3.309], [3.985, 0.573, 4.054], [2.839, 1.650, 5.578], [4.721, -0.814, 4.618], [5.767, -0.537, 5.852], [1.444, 4.550, 4.054], [0.677, 6.339, 4.317], [1.620, 5.480, 5.710], [-0.124, 3.876, 6.289], [-1.202, 5.395, 5.929], [-0.526, 3.292, 3.505], [-1.688, 2.713, 4.878], [-2.964, 3.682, 2.755], [-3.532, 4.471, 4.381], [-1.241, 6.294, 3.242], [-3.091, 6.622, 3.409], [-3.168, 6.710, 0.991], [-2.842, 4.819, 0.863], [-1.190, 6.224, -0.619], [-0.529, 7.123, 0.973], [-0.443, 4.011, 1.268], [0.918, 5.384, 1.660], [1.060, 2.476, 0.338], [1.938, 2.882, -1.305], [-0.348, 3.008, -2.649], [-0.076, 1.381, -1.731], [-1.685, 2.476, 0.341], [-2.177, 3.741, -1.000], [-2.202, 0.709, -1.926], [-3.480, 2.177, -2.237], [-4.941, 1.246, -0.620], [-3.729, 1.589, 0.782], [-4.793, -1.082, 0.207], [-3.572, -1.021, -1.227], [-1.513, -1.440, 0.124], [-2.827, -2.231, 1.220], [-0.943, -0.616, 2.351], [-1.941, 0.889, 1.814], [-2.713, -0.492, 2.985], [3.588, 1.968, -0.213], [4.720, 3.269, -1.006], [6.382, 1.699, -0.104], [6.387, 3.014, 1.311], [4.461, 0.339, 1.344], [6.274, 0.147, 1.842], [4.755, 2.638, 3.336], [6.150, 1.494, 3.951], [3.259, 0.209, 3.192], [3.862, -1.593, 4.877], [5.369, -1.224, 3.713], [5.635, -1.450, 6.607], [6.903, -0.485, 5.512], [5.565, 0.463, 6.446], [5.950, 0.958, 9.808], [7.041, -0.399, 9.429], [4.288, 0.539, 9.320], [5.990, 1.281, 11.560], [6.480, 2.411, 8.924], [-5.463, -3.960, -2.392], [-7.031, -4.704, -1.986], [-4.731, -4.830, -3.764], [-5.713, -2.253, -2.836], [-4.378, -4.054, -0.982], [-6.171, -3.954, -7.382], [-7.890, -3.891, -7.846], [-5.624, -5.650, -7.360], [-5.203, -3.033, -8.561], [-5.967, -3.243, -5.761], [10.230, -0.567, 4.065], [9.420, 0.412, 5.314], [9.009, -1.250, 2.962], [11.356, 0.460, 3.142], [11.134, -1.891, 4.843], [-11.452, -5.759, -9.218], [-13.202, -5.432, -9.163], [-10.998, -6.799, -7.844], [-11.048, -6.582, -10.745], [-10.557, -4.221, -9.118], [8.310, -3.611, 11.374], [7.213, -4.847, 10.708], [7.377, -2.463, 12.367], [9.549, -4.399, 12.384], [9.101, -2.736, 10.039], [10.366, -3.869, 0.150], [9.163, -2.745, -0.531], [9.633, -5.483, 0.333], [11.768, -3.974, -0.944], [10.898, -3.275, 1.743], [-9.510, 0.061, -7.250], [-9.015, 1.162, -8.560], [-8.064, -0.515, -6.381], [-10.577, 0.927, -6.117], [-10.381, -1.331, -7.940], [-7.956, -9.208, -5.949], [-7.773, -7.744, -4.950], [-8.404, -8.742, -7.609], [-6.415, -10.103, -5.978], [-9.231, -10.243, -5.258], [-6.905, -7.734, -11.386], [-8.108, -6.610, -12.067], [-7.638, -9.348, -11.203], [-5.503, -7.839, -12.480], [-6.372, -7.140, -9.793], [8.254, 5.086, 6.205], [6.535, 5.150, 5.740], [8.801, 3.391, 6.226], [9.222, 6.008, 5.026], [8.458, 5.797, 7.826], [-4.454, -5.725, -15.880], [-3.250, -7.036, -15.799], [-6.090, -6.426, -15.957], [-4.315, -4.700, -14.429], [-4.162, -4.738, -17.334]], "atomic_forces_ev_per_a": [[-0.17, 0.70, 1.12], [1.17, -0.74, -0.19], [-0.71, -0.37, 1.03], [0.15, -0.64, -0.79], [-0.22, 0.19, 0.49], [0.25, 0.82, -0.44], [-0.29, 0.39, 0.97], [-1.23, 1.43, 0.13], [1.99, -1.15, 2.28], [0.31, -1.17, -0.99], [0.14, -0.69, 0.61], [-0.23, 0.35, -0.77], [0.35, 0.94, 0.71], [-1.08, -0.21, -1.56], [0.13, -0.04, -0.97], [-0.38, -0.63, 0.83], [1.05, -1.03, 0.51], [-0.11, 1.50, -2.35], [-0.82, -3.15, 1.89], [-0.64, 0.24, -0.78], [0.31, -1.29, -1.41], [0.18, -0.88, -0.70], [0.69, 0.04, -1.00], [-0.95, -0.83, 0.24], [1.06, -2.58, -1.54], [0.17, -0.52, -0.32], [-0.42, 0.73, -0.21], [0.02, -0.64, 0.57], [-1.22, 1.41, 1.43], [0.45, -2.39, 0.75], [-1.45, -0.48, -2.02], [-0.93, 1.48, -1.85], [1.30, -1.41, -1.14], [-1.50, 0.93, 1.45], [0.82, 2.00, -1.32], [0.63, 1.44, 1.86], [2.25, -0.10, -1.41], [-2.21, -1.11, -0.62], [1.65, -1.51, -1.26], [1.61, -1.97, 0.45], [0.70, 1.99, 1.18], [0.75, -0.33, 2.29], [-1.03, -1.99, -1.22], [1.55, 1.58, -0.70], [-1.85, -1.32, -1.46], [-0.26, 1.31, -1.97], [-1.99, 0.49, 1.30], [0.15, -0.68, 2.31], [-0.40, 2.38, 0.41], [0.15, 0.33, -2.18], [0.91, -2.18, 0.60], [-1.59, 1.63, 0.92], [1.43, -1.68, 1.59], [2.25, -0.55, 1.00], [0.02, -1.22, -1.93], [2.44, 1.02, -0.31], [-0.47, 0.88, 2.37], [-2.10, 0.80, 1.05], [0.87, 2.16, -0.99], [-2.35, 0.84, -0.61], [-0.42, -2.27, 0.44], [1.25, 0.86, -2.13], [1.95, 1.70, 0.68], [-0.64, -0.66, 2.04], [-1.31, 1.35, 1.54], [-1.56, -1.78, -1.12], [1.53, 1.04, 0.62], [-1.66, 1.59, -0.55], [-0.33, 0.97, -0.41], [0.62, -0.07, 0.28], [0.84, 0.81, 2.11], [2.07, 1.41, -0.26], [-1.54, 0.80, 1.72], [0.50, 1.99, -1.41], [-2.63, -0.24, 0.55], [0.14, -2.01, -1.32], [-0.19, 0.01, -0.33], [-0.35, 0.48, 0.09], [0.51, 0.13, 0.13], [0.03, -0.07, -0.23], [-0.14, -0.39, 0.23], [0.17, -0.18, 0.07], [0.33, 0.17, -0.13], [0.33, -0.47, 1.30], [0.03, -0.30, 0.21], [-0.31, 0.05, -0.39], [-0.13, 0.36, 0.04], [0.79, -0.21, 0.21], [0.06, 0.46, 0.45], [-0.22, -0.25, 0.25], [-0.55, 0.35, -1.50], [-0.36, 0.17, -0.08], [0.35, -0.43, -0.39], [-0.08, 0.72, 0.66], [-0.22, -0.25, 0.20], [-0.10, 0.19, -0.11], [-0.12, -0.12, 0.06], [0.39, -0.04, -0.01], [-0.21, 0.43, -0.44], [-0.28, 0.21, 0.52], [-0.55, -0.49, -0.29], [-0.10, 0.10, -0.03], [0.27, 0.31, 0.16], [0.25, -0.32, -0.23], [-0.25, 0.16, -0.21], [-0.04, -0.39, 0.35], [0.03, 0.11, 0.15], [0.30, -0.28, 0.19], [0.16, 0.35, -0.05], [-0.28, 0.01, 0.18], [0.24, -0.67, -0.77], [0.11, 0.07, 0.06], [-0.12, -0.27, 0.31], [-0.41, 0.15, -0.25], [0.24, -0.22, -0.29], [0.14, 0.47, 0.23], [0.01, 0.04, -0.03], [-0.04, -0.33, -0.24], [0.23, -0.29, 0.57], [-0.35, 0.22, 0.00], [0.28, 0.23, -0.15], [0.12, -0.01, 0.01], [0.53, -0.25, 0.07], [0.12, 0.34, -0.05], [-0.31, 0.00, 0.25], [-0.25, -0.14, -0.89], [-0.34, -0.12, -0.15], [0.57, -0.10, 0.14], [-0.12, 0.61, -0.02], [-0.16, -0.19, 0.26], [0.00, -0.12, -0.25], [-0.04, 0.04, 0.04], [-0.29, 0.29, 0.00], [0.40, 0.17, 0.01], [-0.04, -0.27, -0.37], [-0.06, -0.24, 0.34]], "spin_multiplicity": 1, "charge": -1, "total_energy_ha": -24624.74302, "e_lumo_ev": 0.67}

***

[2]
{"formula": "C35H48IIrN4O5Si4Te", "method": "ωB97M-V with the def2-TZVPD basis set", "elements": ["Ir", "O", "C", "C", "C", "C", "C", "C", "C", "O", "N", "N", "C", "C", "C", "C", "C", "C", "N", "H", "H", "H", "H", "H", "H", "H", "H", "H", "H", "O", "C", "C", "C", "C", "C", "C", "N", "H", "H", "H", "H", "H", "H", "H", "C", "Si", "C", "C", "Si", "Te", "Si", "C", "C", "C", "Si", "C", "C", "C", "H", "H", "H", "H", "H", "H", "H", "H", "H", "H", "H", "H", "H", "H", "H", "H", "H", "H", "H", "H", "H", "H", "H", "H", "H", "H", "H", "I", "C", "C", "C", "C", "C", "C", "C", "O", "O", "H", "H", "H", "H"], "coordinates": [[2.010, 0.466, -2.403], [-2.292, 0.571, -0.226], [-3.069, 0.016, -1.195], [-4.434, -0.200, -1.011], [-5.208, -0.704, -2.035], [-4.639, -0.998, -3.272], [-3.287, -0.797, -3.455], [-2.483, -0.304, -2.423], [-1.024, -0.151, -2.655], [-0.286, 0.401, -1.692], [-0.507, -0.568, -3.744], [0.868, -0.327, -3.863], [1.371, -0.719, -4.972], [2.780, -0.382, -5.218], [3.501, -0.861, -6.288], [4.837, -0.485, -6.393], [5.376, 0.341, -5.429], [4.575, 0.780, -4.381], [3.294, 0.437, -4.291], [-0.850, 0.693, -0.930], [-4.872, 0.030, -0.052], [-6.267, -0.859, -1.873], [-5.244, -1.388, -4.078], [-2.819, -1.033, -4.400], [0.759, -1.245, -5.697], [3.037, -1.526, -7.004], [5.446, -0.852, -7.207], [6.415, 0.638, -5.462], [4.967, 1.391, -3.583], [1.495, 2.919, -2.160], [2.336, 3.525, -1.186], [3.046, 2.472, -0.378], [4.010, 2.856, 0.538], [4.564, 1.899, 1.366], [4.130, 0.586, 1.275], [3.204, 0.268, 0.310], [2.664, 1.192, -0.508], [1.370, 3.523, -2.898], [1.726, 4.129, -0.508], [3.077, 4.178, -1.651], [4.308, 3.894, 0.603], [5.325, 2.175, 2.084], [4.530, -0.190, 1.911], [2.857, -0.745, 0.174], [-1.531, 1.197, 5.211], [0.143, 1.366, 4.440], [1.291, 0.034, 5.017], [0.864, 3.046, 4.736], [-2.459, 0.503, 1.533], [-0.051, 1.108, 1.938], [-3.842, 2.354, 2.117], [-4.969, 1.955, 3.548], [-2.728, 3.778, 2.546], [-4.879, 2.863, 0.652], [-2.771, -1.779, 2.133], [-3.717, -2.739, 0.846], [-1.080, -2.524, 2.310], [-3.696, -1.866, 3.749], [-1.466, 1.310, 6.297], [-1.959, 0.217, 5.000], [-2.211, 1.960, 4.836], [1.550, 0.176, 6.070], [2.214, 0.038, 4.434], [0.830, -0.950, 4.907], [1.094, 3.191, 5.795], [0.165, 3.826, 4.426], [1.786, 3.176, 4.165], [-4.426, 1.603, 4.426], [-5.698, 1.186, 3.277], [-5.526, 2.851, 3.837], [-2.122, 3.565, 3.427], [-3.337, 4.662, 2.755], [-2.044, 4.011, 1.728], [-5.719, 2.190, 0.485], [-4.301, 2.921, -0.273], [-5.290, 3.856, 0.855], [-3.315, -2.613, -0.160], [-4.773, -2.466, 0.828], [-3.648, -3.800, 1.104], [-0.507, -2.455, 1.382], [-1.173, -3.582, 2.575], [-0.500, -2.020, 3.085], [-4.652, -1.338, 3.701], [-3.124, -1.454, 4.580], [-3.905, -2.914, 3.984], [0.721, -6.679, -0.314], [1.881, -5.095, -1.002], [3.236, -5.285, -1.248], [4.007, -4.223, -1.698], [3.439, -2.967, -1.880], [2.085, -2.805, -1.636], [1.288, -3.858, -1.207], [4.301, -1.810, -2.313], [5.382, -2.021, -2.830], [3.885, -0.595, -2.038], [3.685, -6.256, -1.093], [5.062, -4.353, -1.904], [1.684, -1.821, -1.832], [0.228, -3.719, -1.041]], "atomic_forces_ev_per_a": [[-1.34, 0.13, 0.59], [-0.01, -0.01, 0.50], [-0.28, 0.04, -0.06], [0.26, 0.13, 0.09], [-0.03, -0.03, -0.15], [0.01, 0.02, 0.12], [0.04, -0.10, 0.00], [0.37, 0.02, -0.14], [-0.76, -0.24, 0.11], [0.98, 0.41, 0.00], [0.55, 0.09, -0.05], [0.21, -0.58, -0.32], [0.42, 0.13, -0.51], [-0.89, -0.13, 0.30], [0.38, -0.04, -0.18], [-0.21, -0.13, -0.08], [0.05, 0.14, 0.17], [-0.07, -0.15, -0.17], [0.50, 0.58, 0.24], [-0.19, -0.12, 0.03], [-0.07, 0.06, 0.09], [0.02, -0.01, 0.00], [-0.01, 0.02, 0.01], [0.00, 0.01, 0.00], [0.01, 0.09, 0.02], [0.02, 0.01, 0.00], [-0.01, 0.01, 0.00], [0.00, 0.00, -0.01], [0.02, 0.01, 0.01], [-0.20, 0.19, -0.05], [0.03, -0.12, -0.18], [-0.29, -0.09, 0.20], [-0.15, 0.04, 0.09], [0.09, 0.03, 0.11], [-0.01, -0.02, 0.08], [-0.32, 0.14, 0.02], [1.37, 0.26, -0.48], [-0.01, -0.02, 0.00], [0.03, 0.01, 0.07], [0.00, 0.01, -0.05], [0.00, -0.01, -0.01], [0.00, 0.00, -0.01], [-0.01, 0.00, 0.01], [0.05, -0.01, -0.05], [-0.17, -0.02, 0.11], [-0.05, 0.00, -0.11], [0.13, -0.20, 0.04], [0.07, 0.19, -0.03], [-0.03, 0.06, -0.36], [0.06, 0.05, -0.08], [-0.01, -0.15, -0.01], [-0.09, -0.12, 0.10], [0.16, 0.16, 0.08], [-0.06, 0.00, -0.16], [-0.06, 0.14, -0.01], [-0.11, -0.08, -0.12], [0.23, -0.09, 0.03], [-0.12, -0.01, 0.13], [0.01, -0.01, -0.03], [-0.03, 0.00, 0.02], [-0.05, 0.00, 0.05], [-0.01, -0.01, -0.02], [0.01, -0.01, 0.03], [0.04, 0.00, 0.01], [-0.01, -0.01, -0.02], [0.04, 0.02, 0.01], [0.01, 0.03, 0.03], [-0.02, -0.01, 0.02], [0.01, 0.02, 0.02], [0.01, -0.02, -0.01], [0.03, 0.07, -0.01], [0.03, -0.01, 0.00], [-0.01, 0.02, 0.00], [-0.05, -0.03, -0.04], [-0.01, 0.01, 0.00], [0.01, -0.01, -0.02], [0.00, -0.04, 0.00], [0.01, -0.03, -0.04], [-0.02, 0.02, 0.00], [0.01, -0.01, 0.01], [0.02, 0.02, 0.00], [0.02, -0.03, 0.00], [0.02, -0.02, 0.02], [-0.03, -0.01, 0.03], [0.00, 0.03, 0.01], [-0.06, -0.08, 0.03], [0.06, 0.06, -0.01], [-0.01, 0.07, -0.03], [0.06, -0.05, 0.00], [-0.12, -0.10, 0.04], [-0.03, -0.04, -0.07], [0.13, 0.05, -0.04], [0.01, 0.46, 0.09], [0.14, -0.10, -0.10], [-0.33, -0.83, -0.13], [0.00, 0.00, 0.01], [-0.01, -0.01, 0.01], [-0.36, -0.11, 0.20], [-0.01, 0.00, 0.01]], "spin_multiplicity": 2, "charge": 1, "total_energy_ha": -3785.65320, "e_lumo_ev": [-3.07, -3.15]}